Record 1
A molecular structure, C39H46Cl2HfN5O2STe at a distorted geometry. Source: the OMol25 dataset; level of theory: the ωB97M-V functional and the def2-TZVPD basis.

* relative energy (zero: lowest compared OMol25 entry of this formula, charge and spin): 0.0 kcal/mol
* HOMO level: -0.54333 Ha
* energy: -3571.95755 Ha
* net charge: +3

Atoms and positions in Å:
Hf  -0.95625  -0.13996  0.12136
Te  -0.79291  0.25222  -2.85648
Cl  2.31061  0.69025  -1.41325
Cl  2.89172  -0.41646  -4.07352
S  -2.54420  2.33522  -0.49217
O  -1.03219  -1.53959  1.67102
O  0.85392  -0.83540  0.87869
N  3.27374  -1.71642  2.15834
N  -0.90252  -2.25444  -0.93761
N  -3.16461  -0.90450  -0.45776
N  -2.35529  0.64477  1.98573
N  0.02860  1.84134  0.96223
C  4.73441  1.61357  1.55426
C  2.85931  -3.63528  3.48020
C  3.58182  0.27566  -2.63703
C  -3.48871  3.26867  -6.19199
C  -2.30310  3.99853  -6.19750
C  0.22287  -2.87147  -1.26533
C  4.46311  0.24303  1.45291
C  -1.22177  3.57452  -0.34950
C  0.93772  -2.39418  2.72055
C  -3.63345  2.18644  -5.34243
C  0.64449  -4.27272  4.23124
C  3.96472  2.40279  2.40332
C  2.03839  -4.47327  4.19039
C  2.35215  -2.53447  2.76812
C  -0.50251  2.26338  2.29442
C  -2.76412  0.65565  -3.54406
C  -0.26410  2.17006  -3.58090
C  -1.96572  -4.42191  -0.65143
C  0.34337  -4.26525  -1.31788
C  -1.40742  2.55705  -4.49219
C  -0.73880  -5.03600  -0.99428
C  5.87635  2.24108  0.79078
C  -2.00469  -3.02439  -0.65713
C  2.96235  1.83692  3.17811
C  5.29688  -0.65033  0.56613
C  -3.13464  -5.14726  -0.30443
C  -1.34687  1.18681  2.94184
C  -3.20755  -2.36730  -0.34992
C  -3.52443  2.64858  0.99785
C  -2.59284  1.82972  -4.48591
C  0.27037  -1.57998  1.77509
C  0.13350  2.98473  0.01968
C  3.43218  -0.30691  2.22223
C  2.68765  0.47932  3.09255
C  -4.32131  -3.06797  -0.00945
C  0.11345  -3.25888  3.49520
C  -1.26539  3.64271  -5.35541
C  -4.28020  -4.48466  0.02460
C  -3.60266  1.43607  1.91363
H  0.01346  -4.92135  4.82155
H  -2.61347  -0.26826  2.35377
H  6.82381  1.75843  1.03277
H  0.32412  2.51801  2.95649
H  5.97044  3.29579  1.03904
H  -0.95813  -3.11440  3.45819
H  -2.18561  4.83660  -6.87136
H  5.74587  2.16434  -0.29205
H  -0.72423  0.35620  3.27298
H  -0.66891  -6.11733  -1.00311
H  -3.10785  3.51889  1.49914
H  0.63819  2.61961  -0.87184
H  2.44305  2.45651  3.90012
H  5.87915  -0.07819  -0.15177
H  -4.39503  0.76869  1.57287
H  -3.10311  -6.22944  -0.31032
H  -1.14845  4.08353  -1.30988
H  -3.13756  -0.23364  -4.05070
H  -1.83114  1.59040  3.83327
H  -3.88947  1.76141  2.91577
H  -5.24933  -2.55534  0.22052
H  -3.30153  -0.67022  -1.44215
H  4.23279  -0.44266  -2.15649
H  -3.97206  -0.51873  0.02325
H  4.08353  1.20624  -2.86991
H  -1.08232  3.17259  2.15301
H  1.28961  -4.70602  -1.59658
H  4.68043  -1.35770  0.00403
H  0.77078  3.76149  0.44908
H  -0.10958  2.87393  -2.76762
H  -5.17375  -5.03261  0.28950
H  -0.33878  4.20391  -5.37363
H  1.97042  0.01348  3.76365
H  -4.52660  2.92274  0.67294
H  4.16282  -2.17786  2.03538
H  -4.29478  3.53949  -6.86047
H  -3.42205  0.90771  -2.71175
H  0.67968  2.04289  -4.10783
H  2.48048  -5.28596  4.75341
H  0.99647  1.53359  1.12278
H  -1.56735  4.32101  0.36251
H  6.02088  -1.23264  1.14641
H  1.07403  -2.23877  -1.49434
H  3.93278  -3.77938  3.51205
H  4.18649  3.45887  2.49377
H  -4.55362  1.61399  -5.34934

Record 2
A molecular structure, C39H46CuOP2 at a distorted geometry. Source: the OMol25 dataset; level of theory: the ωB97M-V functional and the def2-TZVPD basis.

* spin multiplicity: 2
* HOMO level (alpha / beta): -0.15792 / -0.23860 Ha
* energy: -3911.86763 Ha
* net charge: 0

Atoms and positions in Å:
Cu  -0.58753  -1.89263  0.73229
P  1.29126  -0.98887  -0.05251
P  -1.37728  0.13790  0.88272
O  -0.94168  -3.83072  1.38596
C  -0.20535  4.98502  -1.97451
C  -1.92437  0.81851  4.90524
C  5.08007  -0.52265  1.52607
C  -4.61238  -0.09118  -1.61949
C  -3.70429  2.14381  -1.88354
C  -2.89735  -5.63526  1.80056
C  -3.12500  1.54785  4.93980
C  1.98084  5.82876  -0.91385
C  4.30874  -2.75740  2.07069
C  3.04676  4.70856  -1.00952
C  0.08648  5.08587  -3.43930
C  -1.38347  0.42423  3.67822
C  -2.68170  0.59553  -0.31689
C  0.85025  -1.63007  -4.08697
C  -4.64733  1.16876  -2.23406
C  -0.93256  -5.29099  3.37456
C  0.57471  5.29909  -0.91486
C  1.66757  -1.27544  -1.82618
C  -2.72877  1.86049  -0.92290
C  2.89363  -1.26765  0.77244
C  3.21465  -1.85818  -3.60621
C  5.29429  -1.76008  2.14369
C  -0.56879  -6.09326  1.01500
C  0.60710  -1.31487  -2.74735
C  -2.34319  -2.90620  1.49678
C  -3.23158  1.48744  2.51735
C  3.11409  -2.51309  1.38729
C  1.57475  5.19030  -3.86068
C  2.99947  3.81744  -2.21147
C  -3.63539  -0.37215  -0.66211
C  -1.40889  -5.22799  1.93606
C  2.39400  4.01519  -3.40981
C  -3.77490  1.87622  3.74936
C  -2.03573  0.74997  2.47841
C  1.10028  0.80233  0.03043
C  -0.07123  1.29735  0.46810
C  3.88669  -0.27980  0.83636
C  2.15821  -1.90331  -4.51813
C  2.97649  -1.53640  -2.26327
H  -0.45485  -0.15768  3.65677
H  -0.25789  2.38296  0.54145
H  -3.01230  -2.06352  1.85114
H  0.14301  5.14520  0.07633
H  2.34277  -3.28367  1.31995
H  -0.41604  -1.11752  -2.41277
H  -4.70668  2.43350  3.76360
H  -1.50426  -4.65762  4.08284
H  -3.26498  -5.63826  0.76772
H  -0.45944  5.94157  -3.87267
H  1.99200  6.14483  -3.52378
H  4.47621  -3.72131  2.54634
H  -2.27572  -3.37060  2.48407
H  -3.60516  -1.34829  -0.17271
H  5.84444  0.25265  1.57766
H  -2.92041  -3.48552  0.72890
H  -0.90561  -5.96861  -0.00429
H  2.34752  -2.15141  -5.56025
H  -3.54862  1.85445  5.89311
H  2.14935  6.57257  -1.69950
H  3.80014  -1.50684  -1.55839
H  -3.61996  -5.05477  2.41914
H  2.49769  3.21822  -4.14766
H  -3.74223  1.73719  1.59450
H  4.04707  5.16779  -0.92436
H  2.14724  6.34711  0.04529
H  -1.42181  0.55903  5.83204
H  -1.04533  -6.31398  3.69611
H  6.22350  -1.95080  2.67662
H  1.59525  5.21334  -4.96332
H  3.73422  0.68373  0.34903
H  0.46011  -5.79227  1.10917
H  2.94699  4.06049  -0.12436
H  -0.34407  4.19273  -3.91879
H  -5.34673  -0.84789  -1.88520
H  0.02588  -1.66831  -4.79418
H  1.92692  1.46165  -0.29042
H  4.22980  -2.07501  -3.92887
H  -3.73254  3.12539  -2.35589
H  -0.71601  -7.08825  1.35149
H  -1.21095  4.63136  -1.75100
H  -2.96798  -6.65364  2.15553
H  -5.40862  1.38976  -2.97916
H  0.11663  -5.01139  3.44706
H  -2.00291  2.62702  -0.64958
H  3.56278  2.89221  -2.10254